Density functional theory data (ωB97M-V with the def2-TZVPD basis set) for a molecular structure, C43H98N7O9Pd.

The calculation puts the strongest force on any atom at 4.9 eV Å⁻¹. As for the expectation value of S²: 3.77. For the energy relative to the best compared isomer or geometry (same formula, charge and spin), the calculation gives 0.0 kJ/mol. The value obtained for the HOMO energy (spin up / spin down) is -11.517 / -11.517 eV. For the LUMO energy (spin up / spin down), the calculation gives -4.33 / -8.35 eV. For the HOMO-LUMO gap (spin up / spin down), the calculation gives 7.19 / 3.17 eV.

```
! RIJCOSX wB97M-V def2-TZVPD def2/J DEFGRID3
* xyz 2 4
H 14.807 20.511 -20.810
H 8.769 22.545 -15.450
H 18.142 28.282 -16.050
C 11.029 24.422 -18.378
O 16.765 18.471 -21.611
H 12.941 24.182 -17.518
H 16.403 15.157 -12.025
H 15.767 13.835 -11.156
C 18.849 26.628 -17.124
H 20.538 19.773 -16.518
H 9.884 19.398 -19.515
H 8.191 16.912 -16.812
H 19.922 24.726 -17.000
H 8.689 25.147 -19.678
O 16.631 24.467 -14.274
H 16.501 16.349 -20.274
H 18.765 12.342 -19.789
C 18.119 22.882 -16.176
Pd 18.020 19.044 -19.716
C 14.228 17.253 -11.908
C 8.658 22.315 -16.510
C 15.860 27.031 -15.717
H 19.989 17.783 -16.555
C 18.741 16.779 -17.809
H 9.609 15.915 -16.640
C 13.298 13.464 -12.240
O 10.915 24.080 -16.034
N 11.195 18.436 -20.645
C 16.842 16.333 -19.238
H 15.408 27.895 -15.229
H 16.143 13.617 -12.786
H 15.173 21.917 -19.777
C 8.327 23.342 -18.748
H 13.790 18.081 -11.352
H 13.542 15.577 -10.643
H 16.445 15.758 -15.036
C 14.857 20.035 -18.727
N 14.016 15.145 -13.979
C 14.134 16.758 -15.832
H 17.393 12.283 -18.756
N 17.967 18.068 -23.418
C 19.950 17.726 -17.642
H 13.277 12.686 -13.003
H 17.247 28.199 -13.571
H 9.410 21.624 -16.890
C 16.846 18.134 -22.772
H 18.884 18.272 -23.049
H 17.973 22.276 -17.071
H 13.242 14.088 -21.924
H 13.344 20.917 -17.423
H 8.495 23.789 -20.868
H 16.556 23.858 -18.406
C 15.683 14.344 -12.116
H 16.694 14.651 -17.836
C 18.379 27.244 -15.818
C 8.287 24.775 -16.674
H 14.255 19.126 -18.739
H 15.995 27.371 -16.744
H 13.544 21.381 -19.945
H 21.123 19.921 -18.149
H 17.201 24.294 -13.521
H 14.687 16.287 -16.644
H 11.958 26.403 -18.853
H 14.565 14.902 -21.361
H 14.115 17.844 -15.929
H 18.961 15.734 -17.595
H 10.767 24.700 -20.532
H 13.065 19.377 -21.349
H 19.141 22.925 -15.801
O 17.805 14.227 -19.677
H 10.628 18.997 -17.307
N 17.383 25.094 -15.162
C 14.585 16.482 -14.435
H 19.223 27.196 -15.130
C 10.693 18.290 -18.134
H 14.909 17.693 -23.374
C 13.955 17.614 -13.397
H 14.416 17.342 -21.200
H 19.868 26.858 -17.436
H 16.568 16.493 -13.518
H 13.027 24.379 -19.315
H 11.472 23.325 -15.833
C 8.889 24.098 -19.900
H 17.933 17.608 -24.316
H 12.662 22.896 -18.390
H 18.136 26.652 -13.101
H 7.660 21.920 -16.700
H 15.721 23.746 -16.871
H 8.621 25.782 -16.925
C 18.922 25.104 -17.210
C 13.585 15.921 -11.676
H 11.497 20.004 -19.225
H 13.080 16.481 -15.860
O 16.205 19.589 -18.521
H 8.425 24.811 -15.594
H 10.895 17.471 -20.650
H 19.955 21.089 -17.552
H 7.266 23.570 -18.648
H 17.427 22.349 -15.524
C 14.411 20.703 -17.356
C 13.481 14.908 -21.246
C 11.061 26.044 -18.349
C 20.233 20.036 -17.531
H 12.921 17.764 -13.709
H 15.908 14.319 -19.365
H 16.235 17.268 -24.386
H 18.165 27.109 -17.824
H 13.275 17.041 -19.953
N 10.415 23.666 -17.276
H 12.505 15.939 -11.822
H 14.438 18.524 -13.751
H 17.179 12.354 -20.460
H 13.696 12.872 -11.416
C 17.317 27.114 -13.652
N 18.273 16.768 -19.205
C 13.351 17.186 -21.031
O 9.499 17.537 -18.129
C 8.906 23.574 -17.309
O 19.435 18.980 -17.984
H 8.440 22.264 -18.860
H 7.209 24.615 -16.644
H 14.928 21.645 -17.174
H 15.024 26.333 -15.667
C 12.468 23.965 -18.476
H 16.496 17.570 -14.850
C 16.793 14.770 -18.915
C 14.192 14.725 -12.565
H 16.681 26.806 -12.822
H 18.839 24.861 -18.269
C 17.761 24.371 -16.446
H 20.947 17.623 -18.071
H 15.307 17.172 -11.772
C 17.159 26.529 -15.104
H 14.541 20.077 -16.473
H 16.094 25.292 -17.531
C 9.280 16.942 -16.801
H 11.480 17.538 -18.073
H 10.162 26.445 -18.818
O 14.511 14.109 -14.750
H 9.722 17.356 -15.895
C 16.086 16.628 -14.486
N 15.909 17.666 -23.517
H 16.185 16.929 -18.605
C 17.775 12.775 -19.651
C 14.569 21.016 -19.874
H 12.435 18.547 -22.470
H 11.149 26.380 -17.315
C 16.500 24.288 -17.406
C 10.385 24.054 -19.742
H 13.803 13.829 -15.335
C 12.484 18.456 -21.385
H 12.306 13.710 -11.860
H 18.620 15.956 -19.695
H 13.200 14.813 -20.197
C 10.925 19.093 -19.401
H 10.557 22.987 -19.882
O 12.866 16.073 -21.724
H 17.999 17.105 -17.080
*
```

Atomic partial charges in e from the Mulliken method, atoms 1 to 4: 0.147, 0.395, 0.466, 1.884